(1)
The following is a quantum chemistry calculation of a 2-piece molecular cluster, C2H8O2 overall, from OMol25.

Values from the calculation:
F_max = 1.53 eV/Å
SMILES = COC.O
frontier orbital gap = 10.756 eV
calculated total energy = -6297.6250 eV
ΔE to the lowest compared entry with this formula, charge and spin = 0.785 eV

```
12
Properties=species:S:1:pos:R:3:forces:R:3:mulliken_charge:R:1
C -0.761524 -0.563121 1.271377 0.5 -1.3 -0.3 -0.621
O 0.515386 -0.361751 1.911067 -1.4 0.3 -0.7 -0.307
C 0.805885 0.980778 1.611217 0.4 0.9 0.7 -0.596
H -1.588074 0.057489 1.656437 0.5 0.0 0.2 0.284
H -1.037704 -1.625181 1.382517 0.2 0.4 0.0 0.240
H -0.627914 -0.344771 0.198497 -0.3 -0.1 0.2 0.251
H 1.639005 1.344998 2.235607 -0.3 -0.3 -0.2 0.242
H -0.099384 1.559778 1.859887 0.4 0.3 -0.1 0.249
H 1.056725 1.157758 0.551797 -0.1 -0.2 0.2 0.259
O 0.432016 -0.707521 -4.202261 -1.2 -0.1 -0.1 -0.650
H -0.139954 -1.443151 -3.886091 0.6 0.8 -0.4 0.324
H -0.194464 -0.055301 -4.590051 0.6 -0.7 0.4 0.325
```
Positions in Å, forces in eV/Å.

=====

(2)
The following is a quantum chemistry calculation of an isolated ion of composition C9H14FN2 and charge +1, from OMol25.

Values from the calculation:
F_max = 5.06 eV/Å
SMILES = N[C@@H]1C=CC(F)=C[C@@]1([NH3+])C1CC1
frontier orbital gap = 9.118 eV
calculated total energy = -15248.1685 eV
net charge = +1
ΔE to the lowest compared entry with this formula, charge and spin = 1.653 eV

```
26
Properties=species:S:1:pos:R:3:forces:R:3:mulliken_charge:R:1
N 0.671145 -1.182421 2.192319 -2.3 -1.8 1.9 -0.688
C 0.052850 -1.122743 0.937130 -1.6 1.2 -2.8 0.025
C 0.821300 -2.008332 -0.054452 0.4 4.7 -1.2 -0.763
C 1.711611 -1.411402 -0.891607 0.4 -0.3 1.5 -0.540
C 1.967158 0.040362 -0.795148 -4.7 0.6 1.8 0.444
F 3.026670 0.522680 -1.314461 2.2 0.4 -1.0 -0.273
C 1.072346 0.902783 -0.182385 2.0 -2.1 -0.5 -1.308
C -0.196186 0.350120 0.433320 1.4 1.0 -1.3 0.488
N -0.365033 1.182662 1.721159 0.2 -2.2 0.0 -0.026
C -1.435493 0.609188 -0.524721 -1.3 -1.5 4.2 -0.095
C -1.567259 1.551933 -1.592596 1.8 1.4 -2.4 -0.749
C -1.664025 0.028473 -1.867254 -0.7 1.8 -0.7 -0.781
H 1.602421 -1.030787 2.089731 3.7 0.6 -0.1 0.195
H 0.582335 -2.197368 2.396666 0.2 1.0 0.8 0.330
H -0.973260 -1.306085 1.154182 -1.0 -1.6 -0.4 0.512
H 0.776146 -3.013975 0.046536 -0.2 -3.0 0.2 0.570
H 2.518433 -1.969008 -1.359114 -0.4 -0.2 -0.4 0.449
H 1.452562 1.888868 0.053594 -0.3 0.3 -0.4 0.408
H 0.310444 1.941693 1.624831 -0.7 0.3 0.7 0.334
H -1.340493 1.389482 1.862454 -0.3 1.0 0.0 0.387
H -0.116340 0.479103 2.503261 0.4 0.9 -0.7 0.451
H -2.384130 0.646665 0.115408 1.1 -0.6 -0.7 0.451
H -0.607324 1.937053 -1.982642 -0.5 -0.1 0.2 0.239
H -2.356906 2.276640 -1.798359 -0.1 -0.6 0.7 0.318
H -2.641530 -0.267871 -2.192084 -0.4 -0.5 0.5 0.327
H -0.917444 -0.237712 -2.575766 0.9 -0.6 0.2 0.295
```
Positions in Å, forces in eV/Å.

=====

(3)
The following is a quantum chemistry calculation of an isolated ion of composition C2H3O2S2 and charge -1, from OMol25.

Values from the calculation:
F_max = 3.85 eV/Å
SMILES = CC(=O)OS[S-]
frontier orbital gap = 6.653 eV
calculated total energy = -27889.1028 eV
net charge = -1
ΔE to the lowest compared entry with this formula, charge and spin = 0.777 eV

```
9
Properties=species:S:1:pos:R:3:forces:R:3:mulliken_charge:R:1
C 1.069423 0.214616 0.212988 -1.5 3.2 -1.7 -0.760
C 0.290885 -0.989758 -0.251920 -0.7 -0.8 1.4 0.742
O 0.805834 -1.958602 -0.756929 0.8 -0.3 -0.6 -0.611
O -1.024382 -1.056690 -0.001246 0.0 1.5 0.2 -0.508
S -2.044627 0.436284 0.756059 0.4 -0.8 -0.5 -0.071
S -2.914599 1.443586 -0.701836 0.2 -0.2 0.1 -0.488
H 0.291586 0.992086 0.540235 1.4 -0.9 -0.3 0.194
H 1.612442 0.667382 -0.655743 -0.9 -0.4 0.0 0.206
H 1.913434 0.251095 0.858394 0.2 -1.3 1.3 0.297
```
Positions in Å, forces in eV/Å.

=====

(4)
The following is a quantum chemistry calculation of a 2-piece molecular cluster, C2H8NO overall, from OMol25.

Values from the calculation:
F_max = 3.95 eV/Å
frontier orbital gap = 7.283 eV
calculated total energy = -5739.7825 eV
net charge = -1
ΔE to the lowest compared entry with this formula, charge and spin = 1.391 eV

```
12
Properties=species:S:1:pos:R:3:forces:R:3:mulliken_charge:R:1
O -0.458526 -2.163073 0.326838 1.3 -0.5 1.4 -1.066
H 0.149787 -2.250239 1.112451 -0.9 -0.2 -1.1 0.163
C 0.710937 0.433851 -1.163369 -1.0 2.9 1.8 -0.998
N -0.188466 0.295581 -0.038127 0.7 0.8 -1.1 -0.226
C -0.215292 1.458953 0.766472 0.3 -1.6 3.1 -0.881
H 0.654207 -0.377660 -1.747674 -0.4 -3.4 -2.0 0.364
H 0.283723 1.251070 -1.803294 1.2 0.0 0.3 0.318
H 1.762189 0.482468 -0.849626 0.3 0.8 -0.3 0.251
H -0.182044 -0.769550 0.211455 -1.0 -0.1 0.7 0.306
H -1.204760 1.643230 1.194830 -0.1 -0.2 0.3 0.275
H 0.003346 2.298964 0.218406 0.5 2.2 -1.7 0.326
H 0.547150 1.600415 1.697021 -1.0 -0.7 -1.4 0.166
```
Positions in Å, forces in eV/Å.

=====

(5)
The following is a quantum chemistry calculation of C23H28ClIrN4O2Si as an isolated structure, from OMol25.

Values from the calculation:
F_max = 3.85 eV/Å
frontier orbital gap (alpha / beta) = 6.611 / 5.646 eV
⟨S²⟩ = 6.05
calculated total energy = -57597.6792 eV
multiplicity = 5
ΔE to the lowest compared entry with this formula, charge and spin = 0.498 eV

```
60
Properties=species:S:1:pos:R:3:forces:R:3:mulliken_charge:R:1
Ir 1.208299 -0.812890 -0.140099 0.0 -0.6 0.4 2.492
O -2.929542 -2.854905 1.504498 0.0 0.0 0.0 -0.755
C -3.441157 -1.756682 2.080756 0.2 0.1 -0.1 0.053
C -4.732217 -1.806189 2.600841 0.0 -0.1 0.0 -0.651
C -5.285136 -0.692462 3.199228 0.1 -0.1 -0.1 -0.317
C -4.565998 0.494351 3.294990 0.0 0.2 0.1 -0.861
C -3.296423 0.565425 2.768047 -0.2 0.0 0.0 -0.439
C -2.724235 -0.544097 2.142282 -0.1 -0.2 0.1 0.383
C -1.431857 -0.431612 1.484809 0.6 -1.8 -0.5 0.446
O -0.843653 -1.471099 0.997937 -0.4 1.0 0.2 -1.137
N -0.943669 0.791870 1.340993 0.1 2.4 0.0 -0.978
N 0.148076 0.918272 0.633905 0.0 -3.8 0.3 0.819
C 0.580237 2.123787 0.251048 0.5 2.3 -0.5 -1.280
C 1.692358 2.232988 -0.580158 -0.2 -0.1 0.2 1.181
C 2.134879 3.475666 -1.106818 -0.1 0.1 0.1 -1.124
C 3.212410 3.518569 -1.940852 0.0 -0.2 -0.1 -0.311
C 3.876316 2.318359 -2.259614 0.0 0.4 0.0 -0.766
C 3.400656 1.142745 -1.718875 0.1 -0.4 0.1 -0.416
N 2.354447 1.071975 -0.909781 -0.4 -0.1 0.2 -0.015
H -2.022145 -2.613267 1.183469 -0.2 -0.1 0.1 0.367
H -5.276786 -2.734868 2.521869 -0.1 -0.1 0.0 0.456
H -6.289956 -0.745258 3.589843 -0.1 0.0 0.1 0.390
H -4.998323 1.358095 3.779243 0.0 0.0 0.0 0.408
H -2.717694 1.475630 2.804997 0.0 0.1 0.0 0.450
H 0.019012 2.999392 0.557123 0.0 0.0 0.0 0.319
H 1.588656 4.367212 -0.841262 0.0 0.1 0.0 0.449
H 3.542580 4.452293 -2.371071 0.0 0.1 0.0 0.429
H 4.746498 2.317798 -2.895536 0.0 -0.1 -0.1 0.434
H 3.888504 0.201405 -1.935718 0.0 -0.1 0.0 0.455
C -2.545398 1.615371 -5.124885 0.0 0.0 -0.1 -1.506
C -1.723493 0.934737 -4.082552 0.1 -0.1 0.2 1.077
C -2.202390 0.769862 -2.789486 0.2 0.0 -0.1 -1.011
C -1.417516 0.125357 -1.854649 -0.3 0.0 0.0 -0.128
N -0.210116 -0.361726 -2.118665 0.4 0.0 0.3 -0.115
C 0.248514 -0.222350 -3.357317 0.1 0.0 -0.3 -0.355
C -0.464364 0.410449 -4.360479 -0.1 0.1 0.1 -0.930
H -3.255892 2.300730 -4.669239 0.0 0.1 0.0 0.381
H -3.109090 0.871280 -5.688055 0.0 0.0 -0.1 0.296
H -1.916814 2.162001 -5.822672 0.0 0.1 -0.1 0.388
H -3.173321 1.147659 -2.509100 -0.1 0.0 0.1 0.469
H -1.786489 -0.002062 -0.851055 0.0 0.0 0.1 0.435
H 1.228496 -0.635188 -3.553139 0.1 0.0 0.0 0.478
H -0.045319 0.507016 -5.350276 0.1 0.0 -0.1 0.416
Cl 3.104420 -2.831476 -1.481196 0.6 0.1 -0.3 -0.239
C 1.480427 -2.818534 -0.765488 -0.9 0.5 0.5 -0.837
H 1.452472 -3.632287 -0.040228 0.0 0.3 0.0 0.409
H 0.775025 -3.037605 -1.572418 0.1 0.0 0.1 0.461
C 1.295544 -0.205236 3.471487 0.3 -0.3 -0.8 -1.228
Si 2.176121 -1.168700 2.042906 0.6 -0.2 0.0 0.491
C 4.029675 -0.606611 2.045599 -0.9 -0.3 0.1 -1.226
C 2.153850 -3.005768 2.638280 0.0 0.8 -0.4 -1.315
H 1.804899 -0.363564 4.418996 0.2 -0.1 0.1 0.509
H 0.272542 -0.550611 3.588761 -0.2 -0.1 0.1 0.248
H 1.258388 0.864366 3.287551 0.0 0.2 -0.1 0.286
H 4.451985 -0.753109 3.035633 0.1 0.0 0.2 0.391
H 4.145640 0.440327 1.785005 -0.1 0.2 -0.1 0.312
H 4.620745 -1.189774 1.347424 0.1 -0.2 -0.2 0.310
H 2.492171 -3.075157 3.668297 0.0 0.1 0.2 0.410
H 2.810891 -3.629133 2.042948 0.2 -0.1 -0.2 0.313
H 1.154256 -3.422764 2.581917 -0.3 -0.1 0.0 0.329
```
Positions in Å, forces in eV/Å.

=====

The highest ΔE to the lowest compared entry with this formula, charge and spin belongs to which entry? C9H14FN2